Entry 1:
9
Properties=species:S:1:pos:R:3:lowdin_charge:R:1 method="wB97M-V/def2-TZVPD" gap_ev="7.9 / 7.9" homo_ev="-15.60 / -15.75" e_tot_ha=-283.9231 charge=+1 largest_force_ev_per_a=3.507 de_lowest_kcal_mol=86.9 multiplicity=1
C 0.5136 1.2420 -1.1522 0.18
C -0.7683 0.8679 -1.1683 0.18
C 1.2734 0.2757 -0.5929 0.06
C -0.4404 -0.7122 1.1444 0.01
C -1.3475 -0.1237 -0.5652 0.03
C 0.2475 -0.5439 -0.1441 0.04
N -1.6953 -0.4369 0.8061 0.22
H 2.2716 0.1839 -0.5554 0.10
H -0.0546 -0.7529 2.2277 0.19

Entry 2:
14
Properties=species:S:1:pos:R:3:lowdin_charge:R:1 method="wB97M-V/def2-TZVPD" gap_ev="6.9 / 7.1" homo_ev="-7.39 / -7.42" e_tot_ha=-1007.5710 largest_force_ev_per_a=6.437 de_lowest_kcal_mol=102.5 multiplicity=1
C -1.9172 -1.3008 -0.1624 -0.51
C -1.7949 -0.4966 1.0492 -0.60
C 2.1239 1.0767 -0.1558 -0.14
C 1.0701 -0.0237 -0.3883 -0.41
N -1.2268 -1.1679 -1.1899 -0.04
S -1.7965 1.1873 0.7169 0.59
S -0.4702 0.9308 -0.8244 0.66
H -2.6190 -2.2272 0.0995 0.16
H -2.2712 -0.8956 2.0072 0.06
H 2.6773 0.6630 0.6226 0.05
H 2.7005 1.2531 -1.0188 0.05
H 1.7129 2.1336 0.0817 0.10
H 0.7042 -0.5693 0.3806 0.02
H 1.1070 -0.5635 -1.2180 0.01

Entry 3:
92
Properties=species:S:1:pos:R:3:mulliken_spin:R:1 method="wB97M-V/def2-TZVPD" gap_ev="6.0 / 6.3" homo_ev="-15.66 / -15.66" e_tot_ha=-3236.3272 charge=+3 largest_force_ev_per_a=0.758 multiplicity=2
Ti -0.2528 0.4950 0.3661 0.96
C 0.2610 2.7412 -1.7313 0.01
N 0.0224 2.6141 -0.2594 -0.04
C 1.1536 3.2843 0.4404 0.03
C -1.2216 3.3682 0.0833 0.02
C -2.4361 2.5408 -0.2334 0.00
N -2.3246 1.1821 0.3936 -0.02
C -3.4779 0.3710 -0.0895 0.01
C -2.4253 1.3110 1.8757 0.02
H 0.2348 3.7960 -2.0090 0.00
H -0.4987 2.2054 -2.2974 -0.01
H 1.2419 2.3393 -1.9771 0.01
H 1.2070 4.3303 0.1304 0.00
H 2.0822 2.7970 0.1711 0.00
H 1.0024 3.2360 1.5184 0.00
H -1.2503 4.3060 -0.4743 0.00
H -1.1837 3.6315 1.1395 0.00
H -2.5612 2.3987 -1.3057 0.00
H -3.3385 3.0307 0.1377 0.00
H -4.4016 0.9115 0.1205 0.00
H -3.4989 -0.5858 0.4224 0.00
H -3.3908 0.2183 -1.1631 0.00
H -3.3363 1.8482 2.1455 0.00
H -1.5778 1.8690 2.2833 -0.01
H -2.4710 0.3217 2.3290 0.00
N 0.7114 -0.6086 -2.2709 0.05
C 1.0027 -0.2596 -1.1598 -0.02
H 1.2194 -1.0502 -3.0298 0.00
S -2.9910 -5.5249 1.0675 0.00
C -2.2728 -4.0044 0.7638 0.00
C -2.1337 -3.3807 -0.4890 -0.01
C -1.5428 -2.1510 -0.5702 0.01
N -1.0589 -1.4678 0.4982 -0.02
C -1.1778 -2.0898 1.7047 0.03
C -1.7574 -3.3082 1.8813 0.01
C -3.5200 -6.0790 -0.5288 0.00
C -2.8835 -7.1705 -1.0919 0.00
C -3.3567 -7.6272 -2.3184 0.00
N -4.3728 -7.0691 -2.9749 0.00
C -4.9815 -6.0300 -2.3963 0.00
C -4.6043 -5.5005 -1.1715 0.00
H -2.4781 -3.8639 -1.3932 0.00
H -1.4481 -1.6706 -1.5359 0.00
H -0.7633 -1.5730 2.5620 -0.01
H -1.8094 -3.7350 2.8749 0.00
H -2.0532 -7.6593 -0.6003 0.00
H -2.8909 -8.4829 -2.7926 0.00
H -5.8219 -5.6069 -2.9346 0.00
H -5.1604 -4.6852 -0.7258 0.00
C 4.2462 -2.7175 1.6685 0.00
C 5.4110 -2.1989 0.8627 0.00
C 6.6925 -2.6978 1.0751 0.00
C 7.7767 -2.2288 0.3452 0.00
C 7.6082 -1.2487 -0.6251 0.00
C 6.3467 -0.7197 -0.8576 0.00
C 5.2769 -1.1923 -0.0989 -0.01
Sb 3.4149 -0.2887 -0.3611 -0.03
C 3.9101 1.3891 -1.5351 -0.01
C 4.3315 2.5958 -0.9648 0.00
C 4.6875 3.6656 -1.7673 0.00
C 4.6284 3.5332 -3.1510 0.00
C 4.2395 2.3331 -3.7177 0.00
C 3.8888 1.2357 -2.9273 0.00
C 3.5770 -0.0708 -3.6262 0.00
C 2.8305 0.4985 1.5379 0.00
C 1.5098 0.1838 1.9282 0.13
C 0.9283 0.6488 3.1062 -0.05
C 1.6700 1.5170 3.8969 0.00
C 2.9879 1.7800 3.5598 0.00
C 3.6127 1.2459 2.4162 0.00
C 5.0954 1.4535 2.2555 0.00
H 4.4181 -3.7434 1.9901 0.00
H 3.3180 -2.7191 1.0867 0.00
H 4.0837 -2.1198 2.5706 0.00
H 6.8409 -3.4723 1.8182 0.00
H 8.7605 -2.6407 0.5292 0.00
H 8.4535 -0.8991 -1.2025 0.00
H 6.2142 0.0452 -1.6129 0.00
H 4.3852 2.7131 0.1097 0.00
H 5.0238 4.5922 -1.3208 0.00
H 4.9087 4.3619 -3.7881 0.00
H 4.2298 2.2298 -4.7971 0.00
H 4.4106 -0.3759 -4.2593 0.00
H 2.7079 0.0242 -4.2817 0.00
H 3.4113 -0.9040 -2.9322 0.00
H 1.0584 -0.6770 1.4217 -0.07
H -0.0406 0.3024 3.4442 0.01
H 1.2505 1.9251 4.8073 0.00
H 3.5806 2.3983 4.2258 0.00
H 5.3866 2.4660 2.5365 0.00
H 5.4563 1.2482 1.2502 0.00
H 5.6208 0.7706 2.9283 0.00

Entry 4:
152
Properties=species:S:1:pos:R:3:lowdin_charge:R:1 method="wB97M-V/def2-TZVPD" gap_ev=8.1 homo_ev=-5.97 e_tot_ha=-5342.9097 charge=-1 largest_force_ev_per_a=2.743 multiplicity=1
As 3.5898 9.5666 -5.2149 0.87
F 4.1007 10.3562 -6.7335 -0.28
F 2.5604 8.5322 -6.2526 -0.29
F 3.0701 8.5778 -3.8261 -0.27
F 4.6543 10.4421 -4.1313 -0.25
F 2.2321 10.6246 -4.8981 -0.25
F 4.8567 8.3484 -5.4899 -0.28
C 2.7377 16.0799 -0.4663 -0.04
C 2.0059 14.7192 -0.5809 -0.48
C 1.4772 14.6842 -2.0879 -0.13
C 2.5338 14.2053 -3.0655 -0.19
C 3.2306 12.9407 -2.6087 -0.14
C 3.7773 12.9687 -1.1733 -0.46
N 2.8160 13.5698 -0.2493 -0.11
O 3.2918 13.6918 1.0628 -0.01
C 3.9610 11.4867 -0.7178 -0.02
C 5.1605 13.6636 -1.1858 -0.03
C 0.7289 14.6627 0.2926 -0.03
H 2.1790 16.9192 -0.8875 0.08
H 3.7315 16.1612 -0.9054 0.07
H 2.7376 16.3959 0.5823 0.08
H 0.5856 14.0668 -2.2216 0.11
H 1.1799 15.6936 -2.3740 0.11
H 3.2153 15.0400 -3.2582 0.11
H 2.0636 14.0276 -4.0358 0.11
H 3.9886 12.8378 -3.3868 0.10
H 2.5720 12.0852 -2.7673 0.10
H 4.2694 11.5361 0.3302 0.08
H 3.0512 10.8928 -0.7949 0.07
H 4.7685 10.9017 -1.1615 0.07
H 5.4873 13.9693 -0.1836 0.07
H 6.0105 13.0310 -1.4353 0.08
H 5.1658 14.5931 -1.7568 0.07
H -0.0011 15.4621 0.1752 0.08
H 0.9866 14.4687 1.3342 0.07
H 0.2243 13.7371 0.0047 0.07
H 3.9713 14.3819 1.0106 0.08
C 6.7662 8.5298 -2.8997 -0.11
O 6.9673 7.6037 -1.8317 -0.14
H 5.8581 8.3311 -3.4648 0.06
H 6.7096 9.5169 -2.4334 0.08
H 7.6412 8.4968 -3.5525 0.06
H 7.9013 7.7176 -1.6424 0.09
C -0.0319 10.3082 -2.3494 -0.17
O -0.8227 10.5677 -1.1847 -0.11
H -0.4732 9.6059 -3.0548 0.07
H 0.1422 11.2333 -2.9017 0.06
H 0.9381 9.8368 -2.1718 0.06
H -0.2489 11.0445 -0.5778 0.06
C -1.2451 10.5224 -5.3867 -0.17
O -1.7526 11.2773 -6.4574 -0.12
H -0.2571 10.8858 -5.0903 0.05
H -1.8653 10.5123 -4.4883 0.07
H -1.0491 9.5032 -5.7208 0.09
H -1.8225 12.1904 -6.1664 0.08
C 4.0024 7.4946 -0.5818 -0.16
O 4.5166 6.5103 -1.4903 -0.14
H 3.4618 7.0778 0.2664 0.07
H 4.8821 8.0034 -0.1717 0.07
H 3.4195 8.2641 -1.0927 0.05
H 5.4238 6.7985 -1.6650 0.01
C 0.8973 6.8109 -1.8079 -0.18
O 1.6982 5.7195 -1.3676 -0.12
H -0.1169 6.4225 -1.9601 0.07
H 0.7612 7.6549 -1.1264 0.07
H 1.2216 7.1606 -2.7857 0.05
H 1.1388 5.2410 -0.7502 0.07
C 8.7691 7.6387 -5.9565 -0.05
C 9.3889 9.0176 -5.8593 -0.42
C 10.9184 9.0599 -5.8891 -0.17
O 11.2589 10.3835 -5.4319 -0.22
C 12.5500 10.8769 -5.7154 -0.11
N 8.7965 9.8141 -6.9494 0.05
H 9.0001 6.9325 -5.1571 0.07
H 9.1064 7.1823 -6.8918 0.08
H 7.6801 7.6855 -6.0011 0.08
H 9.1453 9.5137 -4.9167 0.11
H 11.3279 8.8822 -6.8872 0.11
H 11.3576 8.4017 -5.1340 0.13
H 12.7485 10.9300 -6.7883 0.08
H 13.2957 10.2585 -5.2058 0.08
H 12.5189 11.8576 -5.2424 0.09
H 8.8394 9.2374 -7.7991 0.04
H 9.4232 10.5831 -7.1763 0.09
C 7.1061 13.3458 -6.4276 -0.05
C 7.6504 12.9299 -5.0327 -0.40
C 7.0248 13.8244 -3.9863 -0.23
O 7.3464 15.1916 -4.1875 -0.19
C 8.3420 15.6778 -3.2855 -0.10
N 7.4209 11.4937 -4.7197 0.08
H 6.0775 12.9759 -6.4728 0.07
H 7.6467 12.9005 -7.2633 0.06
H 7.0919 14.4255 -6.5777 0.07
H 8.6963 13.2416 -5.1123 0.13
H 7.3461 13.5734 -2.9708 0.10
H 5.9514 13.6230 -3.9189 0.11
H 7.9137 15.5678 -2.2880 0.08
H 8.6031 16.6974 -3.5624 0.08
H 9.2857 15.1294 -3.3591 0.08
H 6.4144 11.3384 -4.7631 0.04
H 7.7713 11.0330 -5.5616 0.03
C 3.7399 5.1793 -6.6704 -0.06
C 3.8967 4.9205 -5.1561 -0.41
C 5.3256 5.0025 -4.6683 -0.22
O 5.3936 4.6381 -3.3206 -0.17
C 6.6987 4.3892 -2.9212 -0.15
N 3.0056 5.7189 -4.3002 0.07
H 2.7424 4.9236 -7.0251 0.07
H 4.4838 4.5663 -7.1879 0.07
H 3.9731 6.2155 -6.9226 0.06
H 3.5049 3.9098 -4.9966 0.13
H 5.7801 5.9945 -4.7921 0.12
H 5.9833 4.3366 -5.2468 0.12
H 6.8355 4.2414 -1.8497 0.09
H 7.4623 5.1158 -3.2216 0.07
H 7.0105 3.4324 -3.3667 0.08
H 3.3282 6.6847 -4.3676 0.03
H 2.1616 5.7846 -4.8681 0.07
C 0.6775 12.5999 -9.3413 -0.08
C 0.1521 11.2301 -9.8052 -0.41
C 0.8378 10.0682 -9.0587 -0.21
O 0.1999 8.8717 -9.4008 -0.18
C 0.9054 7.7430 -8.9368 -0.11
N -1.2933 11.2218 -9.5675 0.03
H 0.7738 12.6213 -8.2483 0.07
H 0.0932 13.4664 -9.6429 0.07
H 1.7453 12.7815 -9.5168 0.07
H 0.2128 11.2180 -10.8967 0.13
H 0.7874 10.2606 -7.9835 0.13
H 1.8497 10.0740 -9.4776 0.12
H 1.9591 7.7788 -9.2337 0.08
H 0.4552 6.8616 -9.3909 0.08
H 0.8909 7.6942 -7.8450 0.07
H -1.3987 11.1998 -8.5534 0.03
H -1.7040 12.1288 -9.7625 0.06
C 5.2459 9.3871 -10.8118 -0.06
C 6.3669 9.1880 -9.8233 -0.45
C 7.6550 8.7558 -10.4691 -0.20
O 8.6521 8.5568 -9.4989 -0.24
C 9.9686 8.5597 -9.9814 -0.10
N 6.4665 10.4276 -9.0509 0.06
H 5.3901 10.2857 -11.4134 0.08
H 4.2990 9.3209 -10.2784 0.07
H 5.2344 8.6096 -11.5835 0.07
H 6.0799 8.4715 -9.0415 0.15
H 8.0283 9.5774 -11.0946 0.13
H 7.4505 7.8555 -11.0580 0.13
H 10.2156 9.5321 -10.4238 0.09
H 10.1184 7.7757 -10.7265 0.09
H 10.6496 8.4886 -9.1335 0.07
H 7.0285 10.2722 -8.2263 0.03
H 5.5247 10.7017 -8.8179 0.05

Entry 5:
73
Properties=species:S:1:pos:R:3:mulliken_spin:R:1 method="wB97M-V/def2-TZVPD" gap_ev="6.3 / 5.5" homo_ev="-8.93 / -10.45" e_tot_ha=-3466.7106 charge=+1 largest_force_ev_per_a=4.270 multiplicity=5
Co 1.0874 -0.5025 -1.2914 2.54
C 1.5546 -2.6453 0.1051 0.35
C 0.5659 -2.8027 1.2108 0.19
C -0.6220 -2.2298 -0.7619 0.10
C 0.8581 -2.3619 -1.1009 0.35
C -0.7860 -2.6041 0.5393 0.28
C 2.9915 -2.9091 0.2740 -0.07
H 3.2485 -3.2335 1.2860 0.00
H 3.6245 -2.0406 0.0729 0.03
H 3.3040 -3.6965 -0.4118 0.03
C 1.3610 -2.5985 -2.5127 -0.02
H 2.4172 -2.9504 -2.4958 0.00
H 1.2899 -1.7072 -3.1689 0.03
H 0.6582 -3.3557 -2.9520 0.02
C -1.6488 -2.2338 -1.8351 0.05
H -1.3041 -2.7190 -2.7547 0.00
H -1.8984 -1.2068 -2.1097 -0.02
H -2.5861 -2.7154 -1.5547 0.00
C -2.1033 -2.7531 1.2221 -0.02
H -2.0117 -3.1772 2.2353 0.00
H -2.7661 -3.4194 0.6316 0.02
H -2.6122 -1.7735 1.3220 0.02
C 0.6561 -4.0475 2.1025 0.07
H 0.5074 -4.9478 1.4983 -0.01
H -0.1040 -4.0345 2.8884 0.00
H 1.6351 -4.1127 2.5777 0.00
C 1.3488 2.7998 1.8844 0.00
C 1.9223 2.1016 2.8803 0.00
C 1.3049 1.7841 4.2196 0.00
C -0.2251 1.8779 4.1510 0.00
C -0.8865 1.0468 3.0682 0.00
C -1.6196 1.6718 2.1396 0.01
C -1.2903 2.9881 1.4884 0.00
C 0.0920 3.6418 1.8228 0.00
H 1.6903 2.5207 4.9417 0.00
H -0.4578 2.9338 3.9609 0.00
H 1.6205 0.7916 4.5704 0.00
H -0.0565 4.2756 2.7171 0.00
H 1.9212 2.8782 0.9354 0.00
H 2.8770 1.6052 2.6356 0.00
H 0.2814 4.3188 0.9726 0.00
H -1.3595 2.8491 0.3938 0.00
H -2.5234 1.1938 1.7554 0.00
H -2.1087 3.6945 1.7255 0.00
H -0.6421 1.6605 5.1447 0.00
H -0.8207 -0.0604 3.1783 -0.01
P 2.6446 0.7131 -1.8858 -0.11
C 3.8332 -0.3528 -2.8285 0.00
H 4.6757 0.2538 -3.1793 0.00
H 3.3071 -0.8185 -3.6793 0.00
H 4.2011 -1.1433 -2.1502 0.00
C 2.2684 2.1723 -2.9436 0.00
H 3.2021 2.6620 -3.2589 0.00
H 1.6518 2.8761 -2.3602 0.00
H 1.6923 1.8488 -3.8238 0.00
C 3.8132 1.5251 -0.6969 -0.01
H 4.6028 2.0549 -1.2644 0.00
H 4.2700 0.7527 -0.0604 0.00
H 3.2651 2.2398 -0.0634 0.00
P -3.1660 0.8048 -1.3963 0.01
C -4.6952 -0.1642 -0.9524 0.00
H -5.5878 0.3053 -1.3987 0.00
H -4.7970 -0.1597 0.1445 0.00
H -4.6175 -1.2062 -1.2970 0.00
C -4.0215 2.4412 -1.2236 0.00
H -4.9611 2.4382 -1.7994 0.00
H -3.3656 3.2434 -1.5850 0.00
H -4.2514 2.6195 -0.1629 0.00
C -3.2931 0.6408 -3.2381 0.00
H -4.2652 1.0022 -3.6047 0.00
H -3.1570 -0.4089 -3.5343 0.00
H -2.4810 1.2405 -3.6753 0.00
Cl 0.8474 -1.3758 2.3159 0.12

Entry 6:
62
Properties=species:S:1:pos:R:3:mulliken_spin:R:1 method="wB97M-V/def2-TZVPD" gap_ev="6.7 / 5.6" homo_ev="-10.53 / -11.62" e_tot_ha=-4075.9439 charge=+1 largest_force_ev_per_a=0.272 de_lowest_kcal_mol=0.0 multiplicity=6
Pd -0.5370 0.3272 -0.3240 0.98
S 1.9345 0.5585 -0.1793 0.17
C 2.2832 -0.0762 1.3364 0.01
N 3.4869 -0.4441 1.7209 0.01
C 3.7315 -0.8337 3.1124 0.00
C 2.9300 0.0714 4.0127 0.00
N 1.5181 -0.0338 3.6320 0.02
C 0.5393 0.0704 4.7253 0.00
C 0.8180 1.3012 5.5449 0.00
C 1.1908 1.1962 6.8777 0.00
C 1.4557 2.3397 7.6208 0.00
C 1.3556 3.5878 7.0286 0.00
C 0.9826 3.6979 5.6944 0.00
C 0.7123 2.5591 4.9558 -0.01
C 1.1782 -0.2290 2.3733 -0.04
S -0.3560 -0.7022 1.8958 0.24
C 4.6751 -0.3757 0.8567 0.01
C 5.5857 0.7479 1.2819 0.00
C 6.8970 0.4736 1.6469 0.00
C 7.7418 1.4987 2.0509 0.00
C 7.2731 2.8013 2.1001 0.00
C 5.9607 3.0802 1.7385 0.00
C 5.1195 2.0592 1.3295 0.00
H 4.7944 -0.7086 3.3112 0.00
H 3.4624 -1.8850 3.2521 0.00
H 3.2654 1.1087 3.9464 0.00
H 3.0158 -0.2497 5.0496 0.00
H 0.6144 -0.8320 5.3369 0.00
H -0.4511 0.0940 4.2765 0.00
H 1.2659 0.2206 7.3434 0.00
H 1.7393 2.2524 8.6604 0.00
H 1.5625 4.4780 7.6066 0.00
H 0.8949 4.6729 5.2350 0.00
H 0.4090 2.6453 3.9166 0.02
H 4.3343 -0.2693 -0.1707 0.00
H 5.1951 -1.3311 0.9562 0.00
H 7.2654 -0.5448 1.6101 0.00
H 8.7629 1.2764 2.3289 0.00
H 7.9286 3.6010 2.4165 0.00
H 5.5956 4.0980 1.7674 0.00
H 4.1020 2.2863 1.0309 0.00
S -1.0655 1.9911 -2.4294 0.99
Sb -2.9044 2.6633 -1.0229 -0.10
S -2.9373 0.2654 -1.0042 0.80
S -0.9666 2.7305 0.3784 0.83
N -0.1605 -1.7002 -1.5832 0.10
C 0.2742 -2.7074 -0.6858 -0.01
C -0.6524 -3.4657 0.0208 0.00
C -0.2302 -4.2802 1.0561 0.00
C 1.1183 -4.3353 1.3700 0.00
C 2.0549 -3.6434 0.6191 0.01
C 1.6328 -2.8310 -0.4174 -0.01
S 1.6561 -5.2252 2.7680 -0.07
O 0.5295 -5.5264 3.5830 0.10
O 2.7663 -4.4990 3.3616 0.31
O 2.3768 -6.4555 2.2741 0.67
H -1.0399 -1.9090 -2.0452 0.00
H 0.5422 -1.5017 -2.2884 -0.01
H -1.7071 -3.3737 -0.2063 0.00
H -0.9400 -4.8447 1.6435 0.00
H 3.1065 -3.7280 0.8600 0.00
H 2.3521 -2.2644 -0.9947 0.00

Please write out number 2 again, unchanged.
14
Properties=species:S:1:pos:R:3:lowdin_charge:R:1 method="wB97M-V/def2-TZVPD" gap_ev="6.9 / 7.1" homo_ev="-7.39 / -7.42" e_tot_ha=-1007.5710 largest_force_ev_per_a=6.437 de_lowest_kcal_mol=102.5 multiplicity=1
C -1.9172 -1.3008 -0.1624 -0.51
C -1.7949 -0.4966 1.0492 -0.60
C 2.1239 1.0767 -0.1558 -0.14
C 1.0701 -0.0237 -0.3883 -0.41
N -1.2268 -1.1679 -1.1899 -0.04
S -1.7965 1.1873 0.7169 0.59
S -0.4702 0.9308 -0.8244 0.66
H -2.6190 -2.2272 0.0995 0.16
H -2.2712 -0.8956 2.0072 0.06
H 2.6773 0.6630 0.6226 0.05
H 2.7005 1.2531 -1.0188 0.05
H 1.7129 2.1336 0.0817 0.10
H 0.7042 -0.5693 0.3806 0.02
H 1.1070 -0.5635 -1.2180 0.01